1.
The following is a quantum chemistry calculation of a 2-piece molecular cluster, C4H13N2O overall at a distorted geometry, from the OMol25 dataset.

The geometry in XYZ format:
```
20
Properties=species:S:1:pos:R:3:nbo_charge:R:1
C -0.73781 0.03468 1.86982 -0.43
N 0.64245 0.51805 1.73417 -0.42
C 1.39734 -0.49327 0.97181 -0.42
C 0.64623 1.78843 0.99434 -0.43
H -0.78383 -0.87770 2.46520 0.19
H -1.16776 -0.12334 0.86355 0.19
H -1.32339 0.78639 2.40160 0.20
H 2.43294 -0.18674 0.84189 0.20
H 1.37605 -1.40526 1.56968 0.19
H 0.92365 -0.68182 0.00272 0.18
H 1.70386 2.03363 0.86229 0.19
H 0.21878 2.57195 1.62362 0.19
H 0.15594 1.74280 0.01832 0.20
N -0.05697 -1.25947 -2.72549 -0.84
C -1.17998 -0.72552 -1.90564 0.02
O -0.77081 0.25555 -1.09106 -0.33
H 0.50833 -0.44529 -2.92884 0.36
H -0.39792 -1.58782 -3.62209 0.35
H -1.96715 -0.37949 -2.59991 0.20
H -1.61997 -1.56578 -1.34600 0.21
```

Orbital gap (spin up / spin down) in eV: 9.2 / 6.2
HOMO level (spin up / spin down) in eV: -8.31 / -8.24
Spin multiplicity: 2
Charge: 0
Strongest force on any atom in eV Å⁻¹: 1.8
⟨S²⟩: 0.7550

---

2.
The following is a quantum chemistry calculation of C4H13N2O as an isolated structure at a distorted geometry, from the OMol25 dataset.

The geometry in XYZ format:
```
20
Properties=species:S:1:pos:R:3:nbo_charge:R:1
C 5.70166 0.95224 -2.04743 -0.60
C 5.23430 0.85348 -0.54354 -0.48
C 6.09144 -0.00697 0.32869 0.23
C 5.62683 -1.39518 0.63198 -0.30
N 4.55252 -1.30232 1.64734 -0.81
N 7.44528 0.32644 0.70331 -0.89
H 5.75584 -0.01623 -2.47914 0.21
H 6.70062 1.43567 -2.06835 0.20
H 4.92777 1.56099 -2.54155 0.21
H 4.19699 0.45645 -0.48987 0.22
H 5.18736 1.87673 -0.13066 0.21
H 5.26937 -1.84179 -0.28923 0.18
H 4.92019 -1.58052 2.56436 0.35
H 6.43515 -2.04327 0.96851 0.20
H 4.64656 -0.25472 1.61205 0.35
H 7.46350 1.12215 1.32706 0.36
H 8.04066 0.55478 -0.07271 0.36
H -32.62790 0.23645 0.78609 0.45
H -32.30723 -0.89751 -0.01095 0.43
O -33.26092 -0.03686 0.10402 -0.88
```

Orbital gap (spin up / spin down) in eV: 7.9 / 9.5
HOMO level (spin up / spin down) in eV: -7.55 / -9.20
Spin multiplicity: 2
Charge: 0
Strongest force on any atom in eV Å⁻¹: 7.2
⟨S²⟩: 0.7541